{"formula": "C41H38N2O5S2", "method": "ωB97M-V with the def2-TZVPD basis set", "homo_lumo_gap_ev": 7.82, "total_energy_ev": -78017.81795, "lumo_ev": 0.21, "smiles": "CN1C(=O)[C@@H](Cc2ccccc2)N(/C=C/[C@H](c2ccccc2)C(S(=O)(=O)c2ccccc2)S(=O)(=O)c2ccccc2)[C@@H]1/C=C/c1ccccc1", "mol_weight_g_mol": 702.9, "e_homo_ev": -7.6, "symbols": ["C", "N", "C", "O", "C", "C", "C", "C", "C", "C", "C", "C", "N", "C", "C", "C", "C", "C", "C", "C", "C", "C", "C", "S", "O", "O", "C", "C", "C", "C", "C", "C", "S", "O", "O", "C", "C", "C", "C", "C", "C", "C", "C", "C", "C", "C", "C", "C", "C", "C", "H", "H", "H", "H", "H", "H", "H", "H", "H", "H", "H", "H", "H", "H", "H", "H", "H", "H", "H", "H", "H", "H", "H", "H", "H", "H", "H", "H", "H", "H", "H", "H", "H", "H", "H", "H", "H", "H"], "positions_angstrom": [[1.885, 3.233, 3.649], [1.542, 2.462, 2.464], [2.505, 2.289, 1.472], [3.578, 2.886, 1.369], [1.943, 1.201, 0.554], [2.925, 0.119, 0.289], [3.358, -0.508, 1.593], [4.450, -0.029, 2.327], [4.724, -0.573, 3.592], [3.981, -1.641, 4.100], [3.002, -2.205, 3.285], [2.693, -1.637, 2.050], [0.786, 0.731, 1.284], [0.078, -0.365, 1.021], [-0.697, -0.944, 1.961], [-1.644, -1.907, 1.445], [-2.975, -2.130, 2.091], [-3.953, -2.789, 1.325], [-5.234, -3.052, 1.860], [-5.533, -2.681, 3.180], [-4.512, -2.090, 3.928], [-3.269, -1.770, 3.405], [-0.475, -3.109, 1.265], [-0.338, -4.134, 2.831], [1.016, -4.646, 3.032], [-0.910, -3.246, 3.840], [-1.336, -5.685, 2.921], [-2.733, -5.643, 2.801], [-3.498, -6.765, 3.124], [-2.871, -7.928, 3.577], [-1.482, -7.980, 3.661], [-0.710, -6.866, 3.341], [-1.038, -4.091, -0.207], [-1.303, -3.086, -1.289], [-2.168, -4.922, 0.274], [0.087, -5.220, -1.065], [1.014, -4.671, -1.980], [1.653, -5.495, -2.899], [1.379, -6.864, -2.908], [0.463, -7.415, -2.013], [-0.199, -6.595, -1.082], [0.580, 1.340, 2.573], [-0.829, 1.805, 2.836], [-1.273, 2.957, 2.314], [-2.641, 3.414, 2.286], [-2.938, 4.601, 1.583], [-4.239, 5.091, 1.518], [-5.283, 4.410, 2.165], [-4.996, 3.229, 2.870], [-3.693, 2.728, 2.936], [2.509, 4.103, 3.343], [0.955, 3.543, 4.155], [2.437, 2.593, 4.372], [1.582, 1.681, -0.359], [2.467, -0.627, -0.344], [3.782, 0.497, -0.272], [4.996, 0.846, 1.950], [5.522, -0.140, 4.189], [4.233, -2.093, 5.062], [2.469, -3.099, 3.595], [1.880, -2.041, 1.448], [0.186, -0.777, 0.025], [-0.383, -0.989, 3.015], [-1.768, -1.762, 0.348], [-3.694, -3.193, 0.318], [-5.985, -3.467, 1.189], [-6.547, -2.868, 3.579], [-4.734, -1.774, 4.950], [-2.518, -1.334, 4.048], [0.521, -2.746, 1.127], [-3.221, -4.717, 2.466], [-4.580, -6.697, 3.072], [-3.469, -8.767, 3.914], [-0.970, -8.867, 4.014], [0.372, -6.901, 3.436], [1.180, -3.592, -1.991], [2.346, -5.036, -3.607], [1.889, -7.502, -3.612], [0.232, -8.480, -2.016], [-0.964, -6.974, -0.390], [0.914, 0.703, 3.426], [-1.490, 1.009, 3.199], [-0.533, 3.645, 1.895], [-2.130, 5.106, 1.050], [-4.458, 5.992, 0.943], [-6.303, 4.803, 2.134], [-5.807, 2.693, 3.362], [-3.486, 1.787, 3.452]], "forces_ev_per_angstrom": [[0.03, -0.07, 0.29], [1.05, 0.04, -0.13], [-0.19, 0.49, 0.75], [-1.72, -0.82, 0.04], [-0.54, 1.00, -0.02], [1.12, -0.49, 0.05], [0.72, -0.48, -0.29], [-0.43, 0.33, 0.46], [0.00, 0.25, -0.18], [0.30, -0.06, -0.62], [-0.18, -0.12, 0.06], [0.03, 0.01, 0.57], [0.32, 0.44, 0.50], [-0.50, -0.03, 0.61], [0.54, 1.37, 0.23], [1.87, -2.06, -1.83], [-0.19, -1.02, -0.38], [-0.49, -0.24, -0.02], [0.59, 0.62, -0.17], [0.16, -0.34, -0.78], [-0.77, 0.60, 0.67], [-0.20, -0.46, -0.38], [-2.75, -2.84, 0.41], [-0.31, -1.20, 1.69], [-0.65, 0.91, -0.82], [0.77, -0.65, -0.87], [-0.60, 0.08, -0.09], [0.07, 0.38, 0.16], [0.47, 0.27, 0.12], [0.11, 0.31, 0.00], [-0.09, 0.24, -0.01], [0.15, 0.60, -0.32], [-2.03, -0.29, -1.93], [0.57, -1.38, 2.34], [1.94, 1.32, -0.95], [0.51, -0.23, -0.46], [-0.45, -0.01, 0.50], [-0.11, 0.20, 0.34], [-0.13, 0.12, 0.28], [-0.23, 0.42, 0.49], [0.04, 0.53, 0.17], [1.57, 1.50, 0.79], [-0.45, -0.20, -1.05], [1.01, -0.63, 0.56], [-1.44, 0.57, 0.17], [-0.03, -0.45, 0.13], [-0.45, -0.25, 0.14], [0.63, -0.08, 0.08], [0.10, 0.14, -0.14], [0.01, 0.44, -0.51], [-0.50, -0.66, 0.33], [0.41, 0.12, -0.33], [-0.06, 0.41, -0.38], [0.27, 0.03, -0.25], [-0.18, -0.33, -0.22], [0.00, 0.19, 0.10], [-0.14, -0.50, 0.26], [-0.05, -0.09, -0.11], [-0.16, 0.24, -0.29], [0.08, 0.20, 0.03], [0.67, 0.10, 0.24], [-0.48, 0.26, -0.44], [-0.59, 0.56, -0.47], [-0.44, 0.49, 0.93], [-0.39, 0.72, 0.92], [0.10, -0.12, 0.33], [0.84, 0.20, -0.10], [0.11, -0.21, -0.20], [0.01, 0.10, -0.07], [0.05, 0.16, -0.31], [0.24, -0.63, 0.32], [0.14, -0.06, -0.05], [0.05, -0.04, -0.16], [-0.13, -0.03, -0.02], [-0.19, 0.05, -0.02], [-0.06, -0.37, -0.03], [-0.17, -0.32, 0.19], [-0.01, -0.09, -0.12], [0.14, 0.25, -0.10], [0.43, 0.06, -0.41], [-0.06, 0.02, -0.46], [0.15, 0.74, 0.12], [-0.15, -0.23, -0.07], [-0.23, -0.06, 0.21], [0.10, -0.21, 0.19], [0.35, -0.18, -0.03], [0.23, 0.11, -0.10], [-0.14, 0.37, -0.08]]}